i) # C6H8ClFNO

A gas-phase ion, C6H8ClFNO (charge +1) (ωB97M-V/def2-TZVPD, the Open Molecules 2025 dataset).

Geometry as XYZ:
```
18
Properties=species:S:1:pos:R:3:lowdin_charge:R:1
N -1.015 -0.298 1.212 0.289
C -1.111 -0.524 -0.334 -0.482
O -2.100 0.300 -0.747 0.140
F -1.395 -1.851 -0.456 0.118
C 0.376 -0.252 -0.877 -0.206
C 0.780 1.149 -0.582 -0.039
C 2.076 1.181 -0.140 -0.046
C 2.640 -0.109 -0.219 -0.729
Cl 4.255 -0.527 -0.039 0.789
C 1.659 -0.960 -0.613 -0.065
H -2.000 -0.639 1.512 0.222
H -0.993 0.737 1.367 0.184
H -0.212 -0.716 1.673 0.173
H -2.009 0.557 -1.669 0.154
H 0.328 -0.455 -1.921 0.165
H 0.178 2.028 -0.708 0.116
H 2.769 1.853 0.207 0.094
H 1.933 -2.007 -0.636 0.122
```

Charge: +1
Multiplicity: 1
Highest occupied orbital energy, eV: -12.6
Frontier orbital gap, eV: 8.9
SMILES string: [NH3+][C@](O)(F)[C@H]1C=CC(Cl)=C1
E_LUMO, eV: -3.767


ii) # C6H8ClFNO

2 unconnected molecules or ions with the total composition C6H8ClFNO (ωB97M-V/def2-TZVPD, the Open Molecules 2025 dataset).

Geometry as XYZ:
```
18
Properties=species:S:1:pos:R:3:lowdin_charge:R:1
C -0.014 0.804 -0.422 -0.141
C 0.213 -0.614 0.069 -0.526
C -1.862 1.108 0.484 0.047
C 1.323 1.286 -0.559 -0.150
C 2.286 0.364 0.007 0.082
C 1.661 -0.738 0.353 -0.379
N -2.455 -0.171 0.136 -0.004
O 2.031 -1.774 1.067 0.124
F 1.641 2.533 -0.853 0.168
Cl -0.274 -1.702 -1.322 0.732
H -0.674 1.088 -1.114 0.064
H -0.360 -1.087 0.947 0.144
H 3.371 0.670 -0.014 0.171
H -2.206 1.833 -0.239 0.033
H -2.203 -0.729 1.003 0.152
H -1.987 -0.679 -0.724 0.078
H -3.504 -0.130 0.021 0.194
H 3.013 -2.062 1.160 0.212
```

Charge: +1
Multiplicity: 1
Highest occupied orbital energy (spin up / spin down), eV: -12.2 / -12.2
Frontier orbital gap (spin up / spin down), eV: 7.1 / 7.1
E_LUMO (spin up / spin down), eV: -5.155 / -5.155


What should be chosen as the most stable of them? Choose i).